<A>
Below is a single C3H6FNS molecule, with properties calculated with wB97M-V/def2-TZVPD.

Computed properties:
Net charge   0
HOMO-LUMO gap   8.99 eV
SMILES   NC(=S)CCF
Spin multiplicity   1

Element x y z (Å)
N  0.23541  -1.99562  -0.31844
C  -0.40142  -0.83729  0.00156
S  -2.00629  -0.86860  0.46500
C  0.37795  0.39036  -0.24854
C  -0.10965  1.59319  0.54688
F  0.07363  2.66840  -0.30494
H  -0.19972  -2.91782  -0.16826
H  1.05025  -2.01769  -0.88709
H  0.31592  0.59739  -1.37890
H  1.41362  0.20933  0.00131
H  0.42542  1.71280  1.53209
H  -1.17512  1.46555  0.75933

Results of the Mulliken charge analysis, in e, for atoms 1 through 6:
1. N -0.380
2. C 0.247
3. S -0.358
4. C -0.419
5. C -0.231
6. F -0.308

---

<B>
Below is a single C3H6FNS molecule, with properties calculated with wB97M-V/def2-TZVPD.

Computed properties:
Net charge   0
HOMO-LUMO gap   9.69 eV
SMILES   C/C(CF)=N/S
Spin multiplicity   1

Element x y z (Å)
C  -1.03817  0.10636  -2.11232
C  -0.39336  0.08332  -0.76431
C  -1.27253  0.53082  0.30606
F  -1.38298  -0.59018  1.18729
N  0.83121  -0.19897  -0.56805
S  1.78693  -0.01942  0.83077
H  -1.46046  -0.93008  -2.21625
H  -1.92929  0.98730  -2.36760
H  -0.32163  0.34334  -2.97026
H  -0.86550  1.48487  0.75420
H  -2.39106  0.86786  0.13843
H  1.22968  -0.06115  2.08338

Results of the Mulliken charge analysis, in e, for atoms 1 through 6:
1. C -0.943
2. C 0.842
3. C -0.440
4. F -0.276
5. N -0.515
6. S -0.172

---

<C>
Below is a single C3H6FNS molecule, with properties calculated with wB97M-V/def2-TZVPD.

Computed properties:
Net charge   0
HOMO-LUMO gap   8.92 eV
SMILES   NC(=S)CCF
Spin multiplicity   1

Element x y z (Å)
N  -0.96658  1.93173  0.70302
C  -0.31245  0.90428  0.02369
S  0.45777  1.20015  -1.44280
C  -0.35031  -0.45430  0.86017
C  0.50012  -1.69984  0.21849
F  0.24638  -2.89099  0.78101
H  -0.89594  3.01304  0.54908
H  -1.16741  1.75490  1.68104
H  -1.42370  -0.90221  1.08886
H  -0.09945  -0.03691  2.04320
H  1.59216  -1.49788  0.13432
H  0.19448  -1.53740  -0.97610

Results of the Mulliken charge analysis, in e, for atoms 1 through 6:
1. N -0.449
2. C 0.311
3. S -0.288
4. C -0.449
5. C -0.319
6. F -0.262

---

Q: Which of them is the most stable? A: <A>.

---

<A>
Below is a single C11H17N5O4 molecule, with properties calculated with wB97M-V/def2-TZVPD.

Computed properties:
Net charge   0
HOMO-LUMO gap   9.63 eV
SMILES   NC(=O)CC[C@H](NC(=O)[C@@H](N)Cc1c[nH]cn1)C(=O)O
Spin multiplicity   1

Element x y z (Å)
N  3.53719  3.20883  1.50888
C  4.41128  2.34116  1.25038
O  5.38542  2.61750  0.60711
C  3.84815  0.94854  1.66930
C  2.70728  0.55746  0.66120
C  1.69374  -0.33570  1.47783
N  0.93127  -1.03537  0.35907
C  -0.06659  -0.35543  -0.19620
O  -0.02831  0.80749  0.08206
C  -1.08448  -1.19629  -0.93711
N  -1.05286  -2.51434  -0.40623
C  -2.49423  -0.46141  -0.90010
C  -3.39681  -0.92254  -2.06965
C  -4.11592  -0.31718  -2.97236
N  -4.90723  -1.38802  -3.60381
C  -4.32599  -2.57884  -3.06339
N  -3.39412  -2.34441  -2.09206
C  0.65034  0.50124  2.28460
O  -0.21444  -0.13596  2.87562
O  0.92227  1.80689  2.48569
H  2.52153  3.07623  1.42453
H  3.83239  4.07871  1.00266
H  4.64139  0.22577  1.77951
H  3.29486  1.10969  2.74642
H  2.17187  1.39138  0.29682
H  2.83763  -0.00299  -0.20688
H  2.03746  -1.05241  2.40326
H  1.15703  -1.99127  0.21058
H  -0.51281  -1.12144  -1.93107
H  -1.37909  -3.18895  -1.07270
H  -1.86420  -2.59903  0.28294
H  -3.09010  -0.47930  0.07297
H  -2.29918  0.68460  -0.89366
H  -4.20947  0.73691  -3.31679
H  -5.61924  -1.10089  -4.35148
H  -4.96000  -3.58079  -3.30172
H  0.15992  2.47346  2.86282

Results of the Mulliken charge analysis, in e, for atoms 1 through 6:
1. N -0.403
2. C 0.372
3. O -0.650
4. C -0.446
5. C -1.464
6. C 0.250

---

<B>
Below is a single C11H17N5O4 molecule, with properties calculated with wB97M-V/def2-TZVPD.

Computed properties:
Net charge   0
HOMO-LUMO gap   9.36 eV
SMILES   NC(=O)CC[C@H](NC(=O)[C@@H](N)Cc1c[nH]cn1)C(=O)O
Spin multiplicity   1

Element x y z (Å)
N  3.81413  3.67182  -0.35901
C  3.28978  3.47256  -1.58455
O  3.07447  4.37731  -2.39058
C  3.02277  2.00981  -1.92113
C  1.81645  1.48238  -1.09227
C  1.92708  -0.02243  -0.76427
N  0.63208  -0.62212  -0.46012
C  0.06475  -0.39634  0.73152
O  0.56105  0.39485  1.54965
C  -1.20996  -1.16364  1.07398
N  -1.52248  -1.17765  2.50034
C  -2.39288  -0.53652  0.26359
C  -3.53889  -1.40845  0.16284
C  -4.73910  -1.43291  0.78717
N  -5.41402  -2.51240  0.35465
C  -4.60516  -3.17721  -0.50091
N  -3.50830  -2.56326  -0.66096
C  2.94335  -0.39607  0.31706
O  3.01181  -1.48246  0.82278
O  3.75259  0.64915  0.68399
H  3.88237  4.66295  -0.05367
H  4.00682  2.84819  0.22994
H  2.74021  1.92619  -2.99101
H  3.89769  1.37391  -1.67494
H  1.55490  2.05661  -0.19291
H  0.81392  1.57640  -1.56196
H  2.31679  -0.52180  -1.66674
H  0.26732  -1.36758  -1.06117
H  -1.10268  -2.20228  0.77046
H  -1.36468  -0.30380  2.94862
H  -0.89067  -1.84888  2.98943
H  -2.74369  0.30963  0.88843
H  -2.06171  -0.25534  -0.76967
H  -5.10880  -0.79130  1.58525
H  -6.35377  -2.87904  0.61015
H  -5.02649  -4.01936  -1.04018
H  4.19294  0.26906  1.47622

Results of the Mulliken charge analysis, in e, for atoms 1 through 6:
1. N -0.310
2. C 0.161
3. O -0.650
4. C -0.452
5. C -1.028
6. C -0.065

---

<C>
Below is a single C11H17N5O4 molecule, with properties calculated with wB97M-V/def2-TZVPD.

Computed properties:
Net charge   0
HOMO-LUMO gap   8.67 eV
SMILES   NC(=O)CC[C@H](N)C(=O)N[C@@H](Cc1c[nH]cn1)C(=O)O
Spin multiplicity   1

Element x y z (Å)
N  -3.74934  -2.82136  -0.27635
C  -3.28626  -1.62224  0.15184
O  -2.53111  -1.51763  1.12756
C  -3.61193  -0.35211  -0.52304
C  -3.62356  0.91244  0.37246
C  -2.60432  2.05175  0.26628
N  -3.05264  3.15170  -0.43645
C  -1.17547  1.53061  -0.18359
O  -0.46632  2.46508  -0.61766
N  -0.78129  0.27057  0.11230
C  0.65162  -0.06331  -0.13402
C  1.81503  0.78628  0.66677
C  3.24981  0.45131  0.20942
C  3.76608  0.10793  -0.94761
N  5.03654  -0.19423  -0.67346
C  5.29765  0.21315  0.53069
N  4.29007  0.76496  1.11750
C  1.05836  -1.51019  -0.14737
O  2.12524  -2.01536  -0.26371
O  -0.03869  -2.25484  -0.11795
H  -4.19827  -2.95074  -1.13795
H  -3.55405  -3.59385  0.36026
H  -4.61360  -0.46181  -0.99768
H  -2.77130  -0.30838  -1.27931
H  -4.71172  1.07343  0.37592
H  -3.58713  0.48947  1.36681
H  -2.39416  2.43130  1.31344
H  -2.53250  3.96309  -0.09804
H  -4.06152  3.25800  -0.34629
H  -1.54460  -0.31009  0.50332
H  0.81020  0.40140  -1.06757
H  1.50509  1.83655  0.44331
H  1.74313  0.54359  1.69182
H  3.38110  -0.05551  -1.94997
H  5.81370  -0.17333  -1.34307
H  6.30551  0.36811  0.86871
H  0.27163  -3.16436  -0.20542

Results of the Mulliken charge analysis, in e, for atoms 1 through 6:
1. N -0.422
2. C 0.832
3. O -0.668
4. C -0.976
5. C -1.080
6. C 0.593

---

Q: Which of them is the most stable? A: <B>.

---

<A>
Below is a single C8H14N2O molecule, with properties calculated with wB97M-V/def2-TZVPD.

Computed properties:
Net charge   0
HOMO-LUMO gap   7.78 eV
SMILES   CC(=O)/C=C/N(C)N=C(C)C
Spin multiplicity   1

Element x y z (Å)
C  -2.33265  -2.24917  2.86348
C  -1.22541  -1.47996  2.19111
O  -0.19914  -2.05536  1.80269
C  -1.37941  -0.19481  1.50908
C  -0.53135  0.36987  0.55912
N  -0.89804  1.47265  -0.28664
C  -1.35479  2.76508  0.35153
N  -0.50466  1.58773  -1.59204
C  -0.23121  0.61604  -2.45909
C  0.71127  0.94922  -3.51706
C  -0.55242  -0.83650  -2.28766
H  -1.76039  -3.21088  3.23857
H  -3.16171  -2.52191  2.19817
H  -2.70495  -1.73920  3.72190
H  -2.39846  0.15758  1.58199
H  0.32796  -0.24997  0.30283
H  -2.36579  3.06481  0.07977
H  -1.32188  2.67288  1.48739
H  -0.71672  3.58187  0.04557
H  0.25185  1.65568  -4.12602
H  1.67948  1.33316  -3.08303
H  0.84660  0.05072  -4.15338
H  0.14924  -1.44317  -1.65143
H  -0.61383  -1.20027  -3.34347
H  -1.57941  -0.91762  -1.92906

Results of the Mulliken charge analysis, in e, for atoms 1 through 6:
1. C -1.102
2. C 0.454
3. O -0.609
4. C -0.344
5. C -0.361
6. N 0.550

---

<B>
Below is a 2-piece molecular cluster, C8H14N2O overall, with properties calculated with wB97M-V/def2-TZVPD.

Computed properties:
Net charge   0
HOMO-LUMO gap   9.26 eV
SMILES   C=C(C(C)C)n1ccnc1.O
Spin multiplicity   1

Element x y z (Å)
C  -1.55667  -0.16831  -0.53283
C  -0.25027  -0.13148  -0.21485
C  0.67819  0.90312  -0.79636
C  1.68265  0.22723  -1.71761
C  0.04332  1.99027  -1.64153
N  0.19184  -1.02169  0.76694
C  0.29954  -2.35971  0.55696
C  0.50917  -2.89866  1.78289
N  0.50662  -1.92259  2.71828
C  0.39241  -0.80622  2.06526
H  -2.16226  -0.77872  0.03140
H  -1.92416  0.54913  -1.17592
H  1.10593  1.25607  0.14558
H  2.19147  0.95796  -2.30496
H  1.03506  -0.35559  -2.52822
H  2.48381  -0.57482  -1.35890
H  -0.63681  2.51886  -1.05323
H  -0.54268  1.42612  -2.33440
H  0.61630  2.62241  -2.23435
H  0.10008  -2.79981  -0.46061
H  0.67655  -3.94231  2.00177
H  0.23965  0.01422  2.68491
O  -1.55702  1.84038  1.68908
H  -2.09354  0.94045  1.76449
H  -2.02920  2.51371  2.14619

Results of the Mulliken charge analysis, in e, for atoms 1 through 6:
1. C -1.290
2. C -0.089
3. C 0.971
4. C -1.327
5. C -1.877
6. N 0.278

---

<C>
Below is C8H14N2O as an isolated structure, with properties calculated with wB97M-V/def2-TZVPD.

Computed properties:
Net charge   0
HOMO-LUMO gap   8.47 eV
Spin multiplicity   1

Element x y z (Å)
C  1.74108  -0.69397  0.55822
C  2.93733  -0.17712  0.15726
C  -0.59710  -0.46223  0.37303
C  2.00755  2.10640  0.25820
C  4.06921  -1.12329  -0.04372
C  -3.62482  -0.25122  -0.97982
C  -1.63308  0.63340  0.38021
C  -3.11690  0.20568  0.39059
N  0.94801  1.71843  -0.39196
N  0.55073  -0.01742  0.28885
O  3.20008  1.04580  0.03466
H  1.66835  -1.85606  0.67101
H  -0.69246  -1.44652  0.61028
H  2.44900  3.00580  -0.27507
H  1.97336  1.89508  1.33131
H  4.72300  -0.78535  -0.76378
H  3.58750  -2.03189  -0.26469
H  4.57186  -1.30112  0.90313
H  -2.77627  -0.58417  -1.53316
H  -4.27386  -1.11380  -0.79549
H  -4.09002  0.42065  -1.56416
H  -1.39309  1.22346  1.20927
H  -1.43575  1.29930  -0.50450
H  -3.67663  1.08385  0.91120
H  -3.27771  -0.63095  0.97463

Results of the Mulliken charge analysis, in e, for atoms 1 through 6:
1. C -0.443
2. C 0.970
3. C -0.291
4. C -0.440
5. C -1.485
6. C -1.249

---

Q: Which of them is the most stable? A: <B>.